{
  "formula": "C54H52N8O6S",
  "method": "ωB97M-V with the def2-TZVPD basis set",
  "multiplicity": 1,
  "orbital_gap_ev": 6.4,
  "e_tot_ha": -3376.0187,
  "largest_force_ev_per_a": 5.96,
  "smiles": "CS(=O)(=O)C1=CC(=O)c2c(C[C@@H]3CO3)ccc(O)c2C1=O.c1ccncc1.c1ccncc1.c1ccncc1.c1ccncc1.c1ccncc1.c1ccncc1.c1ccncc1.c1ccncc1",
  "de_lowest_ev": 7.616,
  "elements": ["S", "O", "O", "O", "O", "O", "O", "N", "N", "N", "N", "N", "N", "N", "N", "C", "C", "C", "C", "C", "C", "C", "C", "C", "C", "C", "C", "C", "C", "C", "C", "C", "C", "C", "C", "C", "C", "C", "C", "C", "C", "C", "C", "C", "C", "C", "C", "C", "C", "C", "C", "C", "C", "C", "C", "C", "C", "C", "C", "C", "C", "C", "C", "C", "C", "C", "C", "C", "C", "H", "H", "H", "H", "H", "H", "H", "H", "H", "H", "H", "H", "H", "H", "H", "H", "H", "H", "H", "H", "H", "H", "H", "H", "H", "H", "H", "H", "H", "H", "H", "H", "H", "H", "H", "H", "H", "H", "H", "H", "H", "H", "H", "H", "H", "H", "H", "H", "H", "H", "H", "H"],
  "xyz": [[-3.442647, 5.028961, -3.381540], [-1.274991, -0.195619, -2.590264], [-0.974229, 4.910223, 1.262339], [-1.087352, 2.686600, -3.489105], [0.253222, 4.453151, 3.942350], [-4.194298, 4.031368, -4.219341], [-2.464823, 5.870672, -4.197285], [0.438749, 12.499943, -6.747519], [1.315289, -3.358730, 8.939104], [-3.840136, -5.940022, -8.728795], [-0.483377, 9.502054, -3.139242], [-0.553256, -0.306922, 6.088917], [1.579638, -4.154898, 3.403469], [-1.436065, -3.463737, -5.263568], [4.983701, -7.859143, 8.382395], [4.613914, -9.131757, 6.372206], [3.160733, -4.332695, 1.596709], [0.317536, 3.055682, 3.385877], [2.899227, -3.541149, 7.133452], [-2.065379, -2.049688, 7.661845], [4.225004, -10.140808, 8.506422], [-2.430912, 4.824630, -0.715775], [-1.511801, 4.146083, 0.425103], [-1.549995, 2.920683, -2.343417], [2.508575, 11.131859, -8.026736], [-1.770829, -3.920770, -6.481488], [2.818725, -5.236737, 8.819390], [-1.517801, -1.078799, 5.561528], [-2.090756, -1.264862, -5.992964], [4.229773, -10.233705, 7.122304], [-1.061079, -0.474541, 0.008187], [-2.426976, -1.763919, -7.243491], [1.979898, 8.198790, -3.304722], [2.026877, 12.324299, -8.548052], [-1.196128, 1.721670, 1.637427], [1.922758, 9.577395, -3.154748], [-1.341595, 2.571951, 0.344969], [-4.657811, 6.280008, -2.672616], [3.083308, -6.030797, 3.281049], [-2.264373, -3.118432, -7.497396], [0.922247, 11.343248, -6.265320], [-1.049504, 0.160127, 1.446527], [1.876175, -2.894708, 7.808086], [-1.353946, 1.920267, -1.093408], [-1.601775, -2.149043, -5.045573], [0.698642, 3.321699, 5.019829], [0.999652, 12.965761, -7.874945], [3.640675, -5.527140, 2.114489], [-4.079201, -7.997308, -9.955891], [-0.399636, 8.168930, -3.286404], [-2.295391, -1.956523, 6.297879], [-1.221358, 0.382197, -1.278032], [2.137886, -3.689158, 2.274574], [0.797316, 7.476030, -3.371554], [-1.216334, 2.275600, 3.131194], [-4.182766, -6.612848, -7.618195], [1.797011, -4.517853, 9.418611], [-3.794671, -6.644044, -9.871383], [1.948543, 10.628196, -6.861668], [-1.075510, -1.266617, 8.235260], [-0.353660, -0.415806, 7.413442], [3.377158, -4.735079, 7.653622], [2.061307, -5.313614, 3.882247], [4.606018, -8.940265, 9.083714], [4.980941, -7.977152, 7.044281], [0.676044, 10.177046, -3.075530], [-4.481731, -7.965596, -7.597296], [-2.421395, 4.246563, -2.027443], [-4.428622, -8.667910, -8.792563], [-4.213490, -6.019720, -6.709696], [0.591557, 13.902609, -8.241049], [2.300454, 9.700951, -6.426378], [0.429082, 0.219280, 7.815860], [0.579288, 11.251419, -2.954866], [-1.321970, -1.806909, -4.055654], [1.228139, 4.208195, 5.486894], [2.440307, 12.745941, -9.455876], [3.312991, 10.600449, -8.523888], [-2.205317, -0.213314, -5.759929], [-1.629006, -4.986360, -6.630499], [1.729117, 2.802824, 4.772380], [3.936710, -11.156160, 6.632882], [3.931530, -10.981347, 9.122795], [4.628412, -9.168837, 5.289919], [1.731299, -2.750349, 1.911249], [-5.045642, 5.892131, -1.662747], [-4.028376, -8.514047, -10.906176], [-3.057791, 5.745688, -0.451055], [-1.350407, 7.648575, -3.337405], [2.825983, 10.172629, -3.100212], [4.615277, -8.817470, 10.162160], [-1.268114, 1.429401, 3.891639], [-2.652307, -2.726976, 8.272569], [-0.868769, -1.315216, 9.296545], [3.312358, -3.121772, 6.224362], [1.591311, -5.667815, 4.794188], [-0.957828, -0.486869, 2.389546], [-2.515614, -3.541666, -8.461602], [0.450533, 10.989188, -5.356268], [4.177750, -5.269482, 7.154885], [0.804647, 6.399291, -3.487901], [3.572118, -3.911005, 0.688046], [-2.000258, 3.091504, 3.260424], [2.937189, 7.692570, -3.369205], [-1.658589, -0.974115, 4.490085], [-2.811868, -1.103284, -8.012762], [-3.513034, -6.076580, -10.752768], [-0.541273, -0.844299, -2.673576], [-5.541715, 6.436613, -3.401192], [-4.749644, -8.457340, -6.670463], [5.292014, -7.090323, 6.501500], [3.168746, -6.164996, 9.252788], [-4.657108, -9.727917, -8.817379], [-4.126643, 7.291734, -2.603758], [4.441649, -6.060172, 1.613672], [-3.060934, -2.552936, 5.817160], [1.216402, 2.748480, 2.648385], [1.471496, -1.956918, 7.442049], [-0.985726, -1.607680, -0.099395], [1.326428, -4.871226, 10.330556], [3.434203, -6.959667, 3.713625]],
  "forces_ev_per_a": [[0.9845, 0.9896, -5.0668], [0.6646, 0.9484, 2.8591], [-1.8840, -3.0537, -2.5786], [-1.9121, 1.0038, 4.5457], [1.7175, -4.7075, -3.2286], [1.5789, 1.8646, 3.0213], [-2.3334, -2.1511, 2.6667], [0.5240, -0.3072, -0.3402], [0.5494, -0.3089, -0.3866], [-0.1160, -0.6932, -0.0386], [0.6651, -0.2507, 0.0056], [-0.4180, -0.4684, 0.2710], [0.4965, -0.3246, -0.3276], [-0.2058, 0.3820, -0.4277], [-0.1996, -0.5836, -0.3686], [-0.0301, -0.0648, 0.0851], [0.0474, -0.1135, 0.0518], [-2.7745, 2.3114, 2.3084], [0.0550, -0.1319, 0.0719], [-0.0388, -0.0375, 0.0779], [0.0065, 0.0026, -0.1532], [0.3620, -2.1142, -2.5092], [0.5982, 1.6432, 0.5891], [0.7644, -0.9042, -2.1441], [0.0651, -0.0454, -0.0303], [0.1698, 0.0593, 0.5610], [-0.0306, -0.0044, -0.0210], [0.5200, 0.3995, 0.1811], [-0.0402, 0.0402, -0.0734], [-0.0379, -0.0934, -0.0340], [-0.3852, 3.0359, 0.8752], [0.0018, 0.0076, -0.0050], [0.0513, -0.0529, -0.0162], [0.0426, -0.1153, 0.0615], [-0.1200, -2.0834, -2.7081], [0.0106, -0.1179, 0.0014], [0.1142, -2.5695, -0.0756], [-0.3832, 0.2123, 0.6229], [0.0573, 0.0915, -0.1310], [0.0021, 0.1861, -0.0637], [-0.3537, 0.5210, -0.1039], [-0.4316, 2.3652, -3.4262], [-0.3140, -0.1023, 0.5393], [-0.0571, -0.9464, 1.9233], [0.1634, -0.6507, -0.0611], [1.6258, -0.2584, -2.0521], [-0.3250, -0.0817, 0.4879], [0.0808, -0.0467, -0.0391], [-0.0353, -0.0570, 0.1256], [-0.3607, 0.5523, 0.1173], [0.0051, -0.0229, 0.0627], [0.2751, 1.5888, 2.6868], [-0.3260, -0.1034, 0.5028], [0.1754, 0.0765, 0.0111], [2.4131, 1.0054, -1.1442], [0.1509, 0.4349, -0.3632], [-0.3035, 0.5430, -0.1446], [0.0235, 0.4182, 0.3977], [0.0788, 0.0649, -0.1407], [-0.1637, 0.0420, -0.0039], [-0.1186, 0.2554, -0.5848], [0.0574, -0.0160, -0.0696], [-0.3375, 0.4995, -0.0431], [0.1907, 0.5359, -0.1507], [0.0432, 0.1371, 0.5843], [-0.5531, -0.2125, 0.1221], [0.0042, -0.0619, -0.1388], [-0.1007, 0.6205, 3.5322], [-0.0164, -0.0856, -0.0027], [-0.0069, -0.0553, 0.0061], [0.0496, -0.0356, -0.0381], [-0.0581, 0.0419, 0.0160], [-0.0481, -0.0173, 0.0433], [0.0722, -0.0180, 0.0022], [-0.2083, -0.1058, -0.2928], [-1.2938, -1.1759, 1.1573], [-0.0379, 0.0000, 0.0484], [-0.0536, 0.0323, 0.0270], [0.0264, -0.0549, 0.0433], [-0.0264, 0.0405, -0.0808], [-0.3669, 1.4316, -0.2829], [0.0197, 0.0639, 0.0334], [0.0189, 0.0642, -0.0118], [0.0197, 0.0135, 0.0525], [0.0567, -0.0222, -0.0367], [0.5229, 0.7239, -1.5531], [0.0069, 0.0526, 0.0395], [1.2648, -1.4540, -0.3545], [0.1799, -0.0558, -0.0744], [-0.0601, 0.0011, 0.0003], [-0.0120, -0.0621, -0.0307], [-0.0603, 1.2361, -1.0876], [0.0536, 0.0415, -0.0379], [0.0522, -0.0236, -0.0993], [-0.0641, 0.0077, 0.0346], [0.0579, -0.0201, -0.0120], [-0.1185, 0.9872, -1.7701], [-0.0286, -0.0682, 0.1222], [0.0323, -0.0376, -0.1343], [-0.0514, 0.0445, 0.0812], [-0.0713, 0.0536, -0.0231], [-0.0343, -0.0037, 0.0514], [1.1138, -1.1941, 0.0214], [-0.0542, 0.0329, 0.0097], [-0.0851, -0.0820, 0.0306], [0.0281, -0.0386, 0.0573], [-0.0204, -0.0729, -0.0059], [-0.5785, 0.5865, 0.3048], [1.6534, -0.8301, 0.9777], [0.0150, 0.0552, -0.0366], [0.0130, -0.0797, -0.0612], [0.0202, 0.0714, -0.0481], [0.0157, 0.0710, 0.0013], [-0.5055, -1.6712, 0.1434], [-0.0537, 0.0386, 0.0273], [0.0521, 0.0368, -0.0062], [-2.0932, 0.9106, 1.9032], [0.1228, -0.1484, -0.0593], [-0.1144, 1.7894, 0.1653], [0.0563, -0.0374, -0.0180], [-0.0486, 0.0402, 0.0021]]
}